# 1
DFT (ωB97M-V/def2-TZVPD) results for a structure of composition C36H90N6O16SSn2 at a distorted geometry.

Structure (XYZ):
```
151
Properties=species:S:1:pos:R:3:forces:R:3:mulliken_charge:R:1
Sn 2.95431 1.01064 -5.13617 -0.85 -0.32 0.02 1.256
Sn 0.08447 5.53215 2.00896 -0.17 -0.46 0.17 1.225
S 0.38554 0.82929 -0.21716 0.77 0.58 -0.90 1.305
O -1.02455 0.56320 -0.13772 -2.34 -0.54 -0.24 -0.420
O 0.75137 1.00629 1.16716 1.02 -0.07 1.99 -0.502
O 1.14148 -0.15764 -0.94657 0.68 -0.89 -0.25 -0.560
O 0.56006 2.10523 -0.91050 0.03 1.49 -0.73 -0.582
C -1.23153 3.62675 6.64902 -0.32 0.52 -1.18 -0.733
O -2.31452 3.79866 5.67559 0.03 -1.95 1.15 -0.331
C -2.86869 2.45431 5.39320 -1.28 1.30 -0.99 -0.547
C -4.18476 2.59780 4.56514 0.89 -0.13 -0.19 -0.808
N -3.96116 3.05745 3.20334 0.71 1.03 -0.68 -0.430
C -5.19432 3.13501 2.44424 -1.13 0.72 0.47 -0.648
C -6.22270 4.16945 3.03223 1.28 -0.03 -1.01 -0.408
O -6.39403 5.23440 2.06976 -0.81 -0.50 0.49 -0.358
C -7.44747 6.14734 2.43017 0.17 -0.54 -0.02 -0.723
H -1.52591 3.20408 7.60964 -0.31 -0.35 -0.25 0.287
H -0.78622 4.59270 6.88723 -0.24 0.19 -0.29 0.256
H -0.47835 3.03293 6.13114 0.25 -0.32 0.45 0.318
H -3.17285 1.88038 6.26852 0.43 0.35 0.49 0.390
H -2.14869 1.86441 4.82600 0.24 0.00 -0.01 0.363
H -4.88103 3.25874 5.08134 0.24 0.10 0.02 0.366
H -4.70954 1.65399 4.41712 0.06 -0.63 0.89 0.479
H -3.50130 2.34047 2.66059 0.87 -0.25 0.51 0.270
H -5.61429 2.12916 2.44184 -0.65 -0.19 0.05 0.361
H -4.96762 3.33323 1.39667 -0.06 0.44 0.09 0.403
H -5.81915 4.59632 3.95040 0.15 0.15 0.07 0.295
H -7.10538 3.60820 3.33879 -0.61 0.41 -0.49 0.387
H -7.18817 6.68622 3.34147 -0.02 0.08 0.10 0.296
H -8.39012 5.61930 2.57399 -0.03 -0.20 0.21 0.315
H -7.64744 6.85664 1.62704 0.52 -0.09 -0.10 0.253
C 4.50086 14.14613 3.38042 -0.62 0.63 0.42 -0.763
O 3.60763 13.04551 3.33510 -0.05 -0.41 0.04 -0.327
C 4.21126 11.75535 3.43423 -0.49 0.51 1.38 -0.289
C 3.12599 10.70314 3.76318 -0.70 -0.08 -0.84 -0.867
N 3.48508 9.29551 3.56067 -0.82 1.08 0.38 -0.292
C 4.47888 8.88983 4.54746 0.72 -1.25 -1.96 -0.361
C 5.06368 7.54744 4.08018 -0.60 -0.92 1.06 -0.789
O 4.13565 6.45597 4.40601 0.68 0.18 -1.07 -0.305
C 4.78156 5.16038 4.27261 -0.07 1.57 0.42 -0.736
H 5.01897 14.28275 4.32963 0.68 -0.95 0.07 0.323
H 3.91302 15.06131 3.45108 -0.49 -0.12 -0.74 0.282
H 5.14940 14.20495 2.50633 0.20 -0.13 0.11 0.294
H 4.83307 11.75172 4.32946 0.75 0.18 -0.20 0.304
H 4.79446 11.54382 2.53799 0.04 -0.30 -0.12 0.309
H 2.25671 10.92131 3.14282 -0.12 0.08 -0.04 0.406
H 2.78849 10.74815 4.79864 0.12 0.55 0.04 0.296
H 3.71491 9.17661 2.58438 0.70 -0.34 0.15 0.289
H 4.01352 8.83892 5.53181 0.16 -0.09 -0.04 0.288
H 5.32775 9.57347 4.53521 0.12 0.21 0.43 0.303
H 6.04859 7.34607 4.50149 -0.05 -0.06 0.79 0.442
H 5.32975 7.55645 3.02319 -0.62 0.11 -0.48 0.359
H 5.57489 5.21556 5.01804 0.16 -0.85 -0.02 0.314
H 5.21476 5.01455 3.28308 0.05 0.08 -0.16 0.299
H 4.05254 4.37106 4.45591 0.08 0.18 0.25 0.245
C 6.92282 -4.13378 4.59511 1.07 0.63 -0.22 -0.764
O 5.93987 -3.33336 3.98456 -0.20 -0.76 -0.62 -0.325
C 4.92865 -4.09417 3.34812 -0.07 -0.30 0.91 -0.444
C 3.79261 -3.16739 3.01478 0.89 0.52 -0.59 -0.489
N 2.88052 -3.85184 2.13228 -1.24 -0.50 0.78 -0.183
C 1.88626 -4.65111 2.89169 -0.41 0.44 -0.78 -0.917
C 1.00353 -3.85805 3.92291 1.00 -2.14 -0.23 -0.302
O -0.04247 -4.76079 4.28699 0.03 0.40 -0.20 -0.320
C -0.94581 -4.21905 5.22178 -0.05 0.56 0.39 -0.723
H 7.70245 -3.42366 4.87082 -0.33 0.05 1.12 0.279
H 7.55782 -4.74404 3.95287 -0.70 -0.52 -0.88 0.311
H 6.51322 -4.78194 5.36985 0.11 0.28 0.33 0.308
H 4.50745 -4.83102 4.03205 0.17 -0.27 0.54 0.250
H 5.25995 -4.71736 2.51746 0.36 0.50 -0.48 0.364
H 4.21673 -2.27706 2.55053 -0.07 0.01 -0.31 0.459
H 3.37835 -2.81760 3.96037 -0.31 0.03 0.05 0.110
H 2.43110 -3.24401 1.46245 -0.07 0.09 0.12 0.282
H 2.40307 -5.44973 3.42388 0.10 0.16 0.18 0.232
H 1.24382 -5.19279 2.19746 -0.13 0.26 -0.17 0.443
H 0.64840 -2.89088 3.56713 -0.09 0.04 -0.06 0.383
H 1.71887 -3.78448 4.74204 -0.47 0.78 0.62 0.279
H -1.23265 -3.20866 4.93039 -0.26 0.15 -0.22 0.277
H -0.53356 -4.11026 6.22493 0.45 -0.16 0.14 0.302
H -1.84609 -4.82140 5.34335 0.19 -0.23 -0.48 0.266
C -9.18290 0.03922 -2.02906 0.99 -1.07 0.60 -0.710
O -8.27460 -0.90361 -1.40381 -0.61 0.46 0.07 -0.296
C -7.12906 -1.27337 -2.14643 -0.28 -0.81 0.66 -0.369
C -6.46775 -2.44747 -1.38691 0.08 0.00 -0.23 -0.632
N -5.08594 -2.68818 -1.81901 0.10 -0.43 0.10 -0.247
C -4.46642 -3.96935 -1.37018 -1.24 1.09 -0.46 -0.686
C -4.88429 -5.11622 -2.25256 -0.95 -0.77 -0.56 -0.587
O -6.17214 -5.69819 -1.89845 0.99 1.70 1.43 -0.313
C -6.72037 -6.50539 -2.87991 0.49 -0.43 -0.34 -0.698
H -8.66300 0.98989 -2.14756 -0.19 0.17 -0.24 0.281
H -10.03248 0.14126 -1.35385 0.17 0.07 0.01 0.242
H -9.54804 -0.36822 -2.97180 0.08 0.17 -0.22 0.299
H -6.41915 -0.45037 -2.22879 0.07 0.28 -0.22 0.284
H -7.44806 -1.64212 -3.12130 0.24 0.21 -0.37 0.288
H -7.04334 -3.35431 -1.57246 0.04 0.01 -0.04 0.298
H -6.52776 -2.26790 -0.31348 -0.10 0.22 0.23 0.282
H -4.46776 -1.95321 -1.50634 -0.21 0.29 0.06 0.234
H -4.72511 -4.23597 -0.34544 0.02 0.08 0.33 0.287
H -3.39691 -3.76686 -1.42719 0.06 -0.51 -0.06 0.452
H -4.08867 -5.86024 -2.21343 -0.09 -0.49 -0.06 0.437
H -5.02559 -4.79424 -3.28429 0.48 0.29 -0.17 0.323
H -6.84369 -5.98566 -3.83006 0.01 0.19 -0.23 0.307
H -7.70262 -6.85273 -2.55954 0.21 -0.09 0.14 0.236
H -6.00809 -7.31901 -3.01699 -0.36 -0.60 -0.41 0.305
C 1.59116 -9.50233 -0.73663 0.25 -0.56 -0.97 -0.759
O 1.84274 -8.49644 -1.76056 -1.10 0.97 1.20 -0.326
C 2.76326 -8.67519 -2.83664 0.10 -2.77 1.78 -0.383
C 4.21419 -8.65799 -2.28323 -0.38 1.75 -1.17 -0.666
N 4.69355 -7.27760 -2.09322 0.69 -0.09 -0.29 -0.296
C 4.99508 -6.58943 -3.34612 -0.78 1.22 0.52 -0.202
C 5.25761 -5.09279 -3.00600 1.07 0.01 0.39 -0.778
O 5.58330 -4.19728 -4.07617 -0.37 -0.73 0.30 -0.304
C 6.86015 -4.44842 -4.63261 0.11 -0.16 0.16 -0.733
H 1.06189 -10.36291 -1.14576 0.46 -0.32 -0.57 0.318
H 0.88665 -9.25600 0.05778 0.01 1.45 -0.37 0.290
H 2.46628 -9.83732 -0.17981 0.40 0.03 -0.41 0.281
H 2.50960 -8.04918 -3.69214 0.18 0.64 0.57 0.311
H 2.59095 -9.68143 -3.21854 0.07 -0.41 -0.24 0.322
H 4.87120 -9.07983 -3.04381 0.10 -0.31 0.13 0.362
H 4.31635 -9.21486 -1.35180 -0.23 -0.04 -0.16 0.310
H 4.05634 -6.69918 -1.56454 -0.26 -0.28 0.27 0.255
H 4.10213 -6.52178 -3.96755 -0.12 -0.39 -0.60 0.175
H 5.78365 -7.10611 -3.89321 0.12 0.17 0.13 0.298
H 6.05066 -5.00231 -2.26372 0.39 -0.33 0.10 0.440
H 4.40466 -4.67823 -2.46866 -0.39 -0.03 -0.43 0.325
H 6.99742 -5.48883 -4.92723 -0.43 -0.01 -0.75 0.292
H 7.69742 -4.35519 -3.94095 -0.10 0.66 0.56 0.331
H 6.96709 -3.71864 -5.43515 0.20 -0.41 -0.15 0.209
C -0.09886 4.35959 -7.09751 -1.69 0.16 0.35 -0.753
O -0.44920 3.17460 -6.41723 -0.44 -1.29 0.01 -0.254
C -1.82858 2.73602 -6.66630 1.18 0.84 0.18 -0.655
C -2.05848 1.41899 -5.97819 0.40 0.66 0.45 -0.790
N -1.33120 0.39412 -6.70888 -1.36 -0.56 -0.09 -0.189
C -1.50154 -0.91343 -6.07384 2.00 0.37 0.44 -0.843
C -0.75267 -2.00111 -6.88621 -0.75 0.49 1.18 -0.669
O 0.62849 -1.72256 -7.06837 -0.15 0.80 0.91 -0.235
C 1.28870 -2.68511 -7.85819 -1.11 -0.06 -0.75 -0.770
H 0.96372 4.57384 -6.98299 -0.18 -0.08 -0.14 0.203
H -0.73270 5.12251 -6.64552 0.45 0.76 0.09 0.313
H -0.46188 4.33299 -8.12494 0.63 -0.16 -0.40 0.316
H -1.98985 2.63833 -7.73987 0.19 -0.15 -0.26 0.353
H -2.53020 3.50992 -6.35499 0.03 0.13 0.40 0.467
H -3.13116 1.26340 -5.86304 -0.33 -0.29 -0.38 0.437
H -1.71650 1.45399 -4.94382 0.35 0.15 0.07 0.382
H -1.87429 0.32478 -7.55761 0.34 0.04 -0.80 0.238
H -2.51777 -1.20314 -5.80652 -0.35 -0.19 -0.62 0.431
H -1.05286 -0.73628 -5.09640 0.38 -0.61 0.29 0.381
H -1.30420 -2.07693 -7.82331 0.33 -0.24 -0.45 0.364
H -0.86728 -2.92322 -6.31640 0.00 -0.35 -0.19 0.437
H 0.72896 -2.71984 -8.79285 0.39 -0.03 -0.55 0.335
H 1.18248 -3.69857 -7.47128 0.48 -0.03 0.47 0.304
H 2.31384 -2.36017 -8.03599 -0.10 -0.23 0.15 0.235
```
Positions in Å, forces in eV/Å.

As for the lowest unoccupied orbital energy: -9.82 eV. As for the multiplicity: 1. The energy above the lowest of the compared OMol25 structures with the same formula, charge and spin comes out at 19.2364 eV. Its net charge is +2.

# 2
DFT (ωB97M-V/def2-TZVPD) results for a cluster of 2 separate species, C4H10NO2S in total.

Structure (XYZ):
```
18
Properties=species:S:1:pos:R:3:forces:R:3:mulliken_charge:R:1
C -1.08328 0.85850 -0.04623 -0.20 -0.10 -0.04 -0.875
N -0.96129 -0.27690 0.85453 0.02 0.02 -0.06 0.117
C -1.47698 -0.27988 2.08202 -0.01 0.39 -0.30 0.073
O -1.38553 -1.16862 2.90562 0.01 -0.43 0.48 -0.632
C 0.13649 1.76018 -0.05691 -0.01 0.04 0.07 -0.402
C 1.41367 1.02231 -0.44224 0.23 0.15 0.37 -0.769
S 1.36711 0.31381 -2.11251 0.05 -0.02 -0.08 -0.640
H -1.24945 0.48674 -1.06264 0.05 0.00 0.16 0.334
H -1.96753 1.42995 0.24954 -0.04 -0.01 0.00 0.384
H -0.43132 -1.09599 0.53176 -0.21 0.11 -0.01 0.186
H -2.02996 0.65413 2.29492 -0.10 0.07 0.10 0.285
H -0.05323 2.54033 -0.78782 0.01 0.23 -0.23 0.302
H 0.23951 2.25896 0.91839 0.04 -0.16 0.04 0.323
H 2.25436 1.71864 -0.32536 -0.06 -0.06 -0.16 0.281
H 1.59235 0.24145 0.31085 -0.02 0.02 -0.10 0.287
H 0.56935 -1.42538 -1.23460 0.17 0.09 -0.38 0.178
H 1.20650 -2.43473 -0.28239 -0.19 -0.02 -0.14 0.326
O 0.34424 -2.20667 -0.65608 0.25 -0.33 0.28 -0.757
```
Positions in Å, forces in eV/Å.

As for the lowest unoccupied orbital energy: 3.80 eV. As for the multiplicity: 1. The energy above the lowest of the compared OMol25 structures with the same formula, charge and spin comes out at 0.3203 eV. Its net charge is -1.

Please write out number 2 again, unchanged.
DFT (ωB97M-V/def2-TZVPD) results for a cluster of 2 separate species, C4H10NO2S in total.

Structure (XYZ):
```
18
Properties=species:S:1:pos:R:3:forces:R:3:mulliken_charge:R:1
C -1.08328 0.85850 -0.04623 -0.20 -0.10 -0.04 -0.875
N -0.96129 -0.27690 0.85453 0.02 0.02 -0.06 0.117
C -1.47698 -0.27988 2.08202 -0.01 0.39 -0.30 0.073
O -1.38553 -1.16862 2.90562 0.01 -0.43 0.48 -0.632
C 0.13649 1.76018 -0.05691 -0.01 0.04 0.07 -0.402
C 1.41367 1.02231 -0.44224 0.23 0.15 0.37 -0.769
S 1.36711 0.31381 -2.11251 0.05 -0.02 -0.08 -0.640
H -1.24945 0.48674 -1.06264 0.05 0.00 0.16 0.334
H -1.96753 1.42995 0.24954 -0.04 -0.01 0.00 0.384
H -0.43132 -1.09599 0.53176 -0.21 0.11 -0.01 0.186
H -2.02996 0.65413 2.29492 -0.10 0.07 0.10 0.285
H -0.05323 2.54033 -0.78782 0.01 0.23 -0.23 0.302
H 0.23951 2.25896 0.91839 0.04 -0.16 0.04 0.323
H 2.25436 1.71864 -0.32536 -0.06 -0.06 -0.16 0.281
H 1.59235 0.24145 0.31085 -0.02 0.02 -0.10 0.287
H 0.56935 -1.42538 -1.23460 0.17 0.09 -0.38 0.178
H 1.20650 -2.43473 -0.28239 -0.19 -0.02 -0.14 0.326
O 0.34424 -2.20667 -0.65608 0.25 -0.33 0.28 -0.757
```
Positions in Å, forces in eV/Å.

As for the lowest unoccupied orbital energy: 3.80 eV. As for the multiplicity: 1. The energy above the lowest of the compared OMol25 structures with the same formula, charge and spin comes out at 0.3203 eV. Its net charge is -1.

> Look up the multiplicity of the first one.

1

> Number 2 is which compound?

C4H10NO2S

> Number 2 is which compound?

C4H10NO2S